Entry 1:
Molecular formula: C12H13IN
Method: DFT, ωB97M-V/def2-TZVPD

As for the LUMO energy: -3.599 eV. The calculation puts the HOMO-LUMO gap at 9.1 eV. The molar mass comes out at 298.147 g mol⁻¹. The energy relative to the best compared isomer or geometry (same formula, charge and spin) comes out at 12.1 kcal/mol.

Structure (ORCA input):
```
! RIJCOSX wB97M-V def2-TZVPD def2/J DEFGRID3
* xyz 1 1
C -3.7355 1.1705 -3.5887
C -2.8522 0.6304 -2.9548
C -1.8217 -0.1902 -2.1374
N -1.1837 0.6271 -1.1318
C 0.3348 -0.1073 -0.6391
I 1.7593 0.4075 -2.2290
C 0.0049 -1.5694 -0.4815
C 0.8763 -2.0123 0.6768
C 1.1620 -0.7699 1.4082
C 1.8595 -0.6192 2.6242
C 2.0486 0.6461 3.1338
C 1.5842 1.7766 2.4598
C 1.0350 1.5964 1.2044
C 0.8539 0.3341 0.6861
H -4.4936 1.7517 -4.0073
H -1.0230 -0.5448 -2.8496
H -2.3871 -0.9452 -1.6497
H -1.7699 0.5295 -0.3463
H -0.8474 1.5180 -1.4052
H 0.0939 -2.0996 -1.3471
H -1.0875 -1.5439 -0.1213
H 1.8257 -2.5448 0.5139
H 0.3134 -2.6353 1.4033
H 2.1535 -1.5788 3.0652
H 2.5359 0.9867 4.0324
H 1.8498 2.7548 3.0002
H 0.9109 2.4312 0.6803
*
```

Mulliken population analysis, charges in e, atoms 1 to 4: atom 1 (C): 0.24, atom 2 (C): -1.06, atom 3 (C): -0.18, atom 4 (N): -0.17

Entry 2:
Molecular formula: C37H72IN2O16S3
Method: DFT, ωB97M-V/def2-TZVPD

As for the LUMO energy: 1.262 eV. The calculation puts the HOMO-LUMO gap at 7.4 eV. The molar mass comes out at 1024.086 g mol⁻¹. The energy relative to the best compared isomer or geometry (same formula, charge and spin) comes out at 59.6 kcal/mol.

Structure (ORCA input):
```
! RIJCOSX wB97M-V def2-TZVPD def2/J DEFGRID3
* xyz -1 1
O 7.5897 -1.4366 -1.4302
S 7.7028 -1.1882 -2.9535
O 9.1966 -0.8000 -3.2832
I 7.3251 -3.3054 -4.1363
N 6.7251 0.1333 -3.5572
S 5.0481 -0.3176 -3.7439
O 4.2104 1.0159 -3.7426
O 4.7160 -1.0330 -5.0880
N 4.3980 -1.3054 -2.4588
C 3.7819 -2.4166 -3.0457
S 3.6011 -4.0063 -3.7090
C 1.8252 -0.7377 -0.5321
C 0.9342 -1.9393 -0.3637
O 1.4029 -3.0706 -0.2489
C -0.5523 -1.7031 -0.3416
H 2.8722 -1.0590 -0.5298
H 1.6118 -0.2475 -1.4853
H 1.6710 -0.0419 0.2966
H -0.8716 -1.2560 -1.2864
H -0.8124 -1.0505 0.4955
H -1.0697 -2.6599 -0.2140
C -2.3174 -3.4915 3.9401
C -2.8086 -3.7753 2.5458
O -2.8870 -2.8834 1.7025
C -3.2005 -5.1925 2.2233
H -2.0711 -2.4280 4.0287
H -3.0992 -3.7309 4.6654
H -1.4173 -4.0771 4.1433
H -4.0215 -5.5077 2.8720
H -2.3397 -5.8539 2.3499
H -3.5352 -5.2483 1.1820
C 4.3874 1.1328 1.2683
C 3.9300 0.2234 2.3773
O 2.8271 -0.3200 2.3435
C 4.8739 0.0050 3.5293
H 3.6044 1.1968 0.5052
H 4.5743 2.1348 1.6626
H 5.2929 0.7301 0.8074
H 5.0824 0.9568 4.0244
H 5.8010 -0.4480 3.1692
H 4.4110 -0.6731 4.2541
C 10.8644 -4.7832 -6.1950
C 9.6337 -5.0661 -7.0145
O 8.5386 -5.2410 -6.4825
C 9.7948 -5.1272 -8.5099
H 10.5977 -4.7687 -5.1329
H 11.6079 -5.5674 -6.3583
H 11.2748 -3.8072 -6.4660
H 10.4907 -5.9268 -8.7763
H 10.1576 -4.1665 -8.8840
H 8.8243 -5.3391 -8.9710
C -4.8975 -1.1757 6.0510
C -5.7885 -2.3773 6.2194
O -5.3198 -3.5087 6.3342
C -7.2750 -2.1412 6.2415
H -3.8505 -1.4971 6.0533
H -5.1108 -0.6855 5.0978
H -5.0516 -0.4800 6.8797
H -7.5942 -1.6941 5.2967
H -7.5350 -1.4885 7.0787
H -7.7924 -3.0980 6.3691
C 3.1481 6.1866 0.0469
C 2.8705 4.7085 0.1100
O 3.6004 3.9481 0.7440
C 1.6656 4.1965 -0.6329
H 4.0482 6.4119 0.6288
H 3.3170 6.4892 -0.9896
H 2.3081 6.7408 0.4733
H 1.7683 4.4104 -1.6998
H 0.7595 4.6621 -0.2369
H 1.5900 3.1123 -0.4984
C 7.7599 7.3859 2.7849
C 7.2687 7.1020 1.3905
O 7.1904 7.9939 0.5472
C 6.8769 5.6849 1.0680
H 8.0062 8.4493 2.8734
H 6.9782 7.1464 3.5102
H 8.6600 6.8002 2.9880
H 6.0558 5.3696 1.7168
H 7.7376 5.0234 1.1946
H 6.5421 5.6291 0.0267
C -7.9519 2.9918 6.1550
C -8.2295 1.5136 6.2181
O -7.4996 0.7533 6.8521
C -9.4344 1.0017 5.4752
H -7.0518 3.2171 6.7369
H -7.7830 3.2943 5.1185
H -8.7919 3.5460 6.5814
H -9.3317 1.2155 4.4083
H -10.3405 1.4672 5.8712
H -9.5100 -0.0826 5.6097
C 5.5166 -1.0408 -9.1021
C 6.1458 0.3211 -9.2255
O 7.1236 0.5098 -9.9473
C 5.5324 1.4432 -8.4313
H 6.0638 -1.7516 -9.7305
H 5.5668 -1.3807 -8.0645
H 4.4781 -1.0023 -9.4402
H 5.5833 1.2140 -7.3639
H 4.4946 1.5925 -8.7396
H 6.0900 2.3671 -8.6184
C 2.3081 -4.5361 -7.8118
C 3.7878 -4.6613 -7.5651
O 4.2468 -4.6658 -6.4240
C 4.6842 -4.7804 -8.7685
H 1.7856 -4.4583 -6.8525
H 2.1036 -3.6350 -8.3955
H 1.9431 -5.4216 -8.3382
H 4.5856 -3.8902 -9.3948
H 4.4251 -5.6768 -9.3375
H 5.7252 -4.8634 -8.4387
C -12.5291 -2.9547 4.0713
C -12.1050 -1.5524 3.7254
O -11.6319 -0.8003 4.5758
C -12.2825 -1.1058 2.2989
H -12.3430 -3.1382 5.1349
H -13.5975 -3.0785 3.8768
H -11.9499 -3.6731 3.4857
H -13.3399 -1.1472 2.0254
H -11.6922 -1.7418 1.6343
H -11.9340 -0.0727 2.1961
C -10.4569 7.1827 6.3351
C -10.7345 5.7045 6.3981
O -10.0047 4.9442 7.0321
C -11.9395 5.1926 5.6552
H -9.5568 7.4080 6.9169
H -10.2881 7.4852 5.2985
H -11.2969 7.7369 6.7614
H -11.8367 5.4064 4.5883
H -12.8456 5.6581 6.0512
H -12.0150 4.1083 5.7897
*
```

Mulliken population analysis, charges in e, atoms 1 to 4: atom 1 (O): -0.56, atom 2 (S): 0.69, atom 3 (O): -0.61, atom 4 (I): 0.15

Entry 3:
Molecular formula: H10O5
Method: DFT, ωB97M-V/def2-TZVPD

As for the LUMO energy: 0.327 eV. The calculation puts the HOMO-LUMO gap at 10.6 eV. The molar mass comes out at 90.075 g mol⁻¹. The energy relative to the best compared isomer or geometry (same formula, charge and spin) comes out at 25.6 kcal/mol.

Structure (ORCA input):
```
! RIJCOSX wB97M-V def2-TZVPD def2/J DEFGRID3
* xyz 0 1
O 2.6862 0.1506 1.0046
H 3.5386 -0.2094 0.7596
H 2.0782 -0.5816 0.9027
O -3.1998 -0.0345 0.0469
H -3.7040 0.7173 -0.2643
H -3.8607 -0.6855 0.2829
O 0.1146 2.9058 0.7300
H -0.2275 2.8589 1.6227
H 0.7372 2.1810 0.6731
O -0.4607 0.2087 -0.5231
H -1.4105 0.1132 -0.4525
H -0.1626 -0.6230 -0.8916
O 0.9622 -2.1294 -1.3530
H 1.8651 -1.8225 -1.4360
H 1.0436 -3.0494 -1.1017
*
```

Mulliken population analysis, charges in e, atoms 1 to 4: atom 1 (O): -0.61, atom 2 (H): 0.30, atom 3 (H): 0.33, atom 4 (O): -0.65

Entry 4:
Molecular formula: C26H31Cl8N3O6
Method: DFT, ωB97M-V/def2-TZVPD

As for the LUMO energy (spin up / spin down): -4.869 / -8.742 eV. As for the expectation value of S²: 0.7682. The calculation puts the HOMO-LUMO gap (spin up / spin down) at 7.1 / 3.3 eV. The molar mass comes out at 765.173 g mol⁻¹. The energy relative to the best compared isomer or geometry (same formula, charge and spin) comes out at 20.0 kcal/mol.

Structure (ORCA input):
```
! RIJCOSX wB97M-V def2-TZVPD def2/J DEFGRID3
* xyz 1 2
Cl 2.2668 4.5578 -1.3376
C 2.3315 2.9247 -1.7815
C 1.2651 2.0974 -0.9920
Cl -0.3209 2.6093 -1.5964
H 3.3158 2.4845 -1.6218
H 2.1112 3.0049 -2.8460
H 1.2378 2.1517 0.0963
H 1.2815 1.1314 -1.4966
Cl 4.4818 -3.0789 1.1117
C 4.1318 -4.4951 2.1763
C 5.3949 -5.4587 2.2557
Cl 5.1979 -6.4152 3.7018
H 3.2373 -4.9700 1.7735
H 4.0057 -3.9655 3.1206
H 6.3075 -4.8777 2.3891
H 5.4863 -6.1062 1.3836
Cl -4.5804 -1.1253 4.0712
C -5.3177 -0.0702 2.8616
C -5.8373 -0.8137 1.6665
Cl -7.2758 -1.8213 2.0814
H -4.5663 0.6650 2.5736
H -5.9726 0.3610 3.6187
H -4.9355 -1.1944 1.1871
H -6.3003 -0.0991 0.9860
Cl 2.8240 -1.6247 -3.3989
C 3.6137 -3.0081 -4.3616
C 5.1185 -3.1149 -4.2938
Cl 5.6679 -3.5878 -2.7512
H 3.1791 -2.8631 -5.3507
H 3.1514 -3.8930 -3.9242
H 5.7250 -2.2392 -4.5251
H 5.4489 -3.9098 -4.9625
C 1.1600 -1.8552 -0.5931
C 0.0555 -1.6483 -1.4171
C -0.9781 -0.8164 -0.8848
C -0.8055 -0.1834 0.3793
C 0.2789 -0.4873 1.1647
C 1.2762 -1.3569 0.6658
N -1.7607 0.8433 0.8119
O -1.3572 1.8055 1.5531
O -2.9248 0.6519 0.4404
H 1.9757 -2.4785 -0.9285
H 0.0391 -2.0866 -2.4041
H -1.7931 -0.5664 -1.5478
H 0.5273 -0.0159 2.1040
H 2.1589 -1.6407 1.2196
C 2.7806 3.5872 2.6681
C 3.8995 2.7733 2.6354
C 3.8483 1.5898 3.2515
C 2.6318 0.9868 3.6690
C 1.5210 1.8175 3.7585
C 1.5222 3.0243 3.1870
N 2.5809 -0.4494 4.1952
O 3.6052 -1.1330 4.1264
O 1.5202 -0.8590 4.4969
H 2.8036 4.5558 2.1909
H 4.8235 3.0630 2.1572
H 4.7659 1.0375 3.3916
H 0.6189 1.5330 4.2797
H 0.7857 3.7785 3.4218
C -5.6913 4.1804 -2.7831
C -6.7158 3.3593 -3.2480
C -6.5876 1.9922 -3.2931
C -5.4490 1.3757 -2.7712
C -4.3861 2.1719 -2.4034
C -4.5331 3.5681 -2.4441
N -5.3464 -0.1625 -2.8884
O -6.2623 -0.7146 -3.4797
O -4.2666 -0.6633 -2.4949
H -5.7373 5.2593 -2.7999
H -7.6760 3.7356 -3.5689
H -7.5133 1.4574 -3.4460
H -3.4962 1.7190 -1.9920
H -3.5732 3.9958 -2.1950
*
```

Mulliken population analysis, charges in e, atoms 1 to 4: atom 1 (Cl): -0.16, atom 2 (C): -0.44, atom 3 (C): 0.45, atom 4 (Cl): -0.11

Entry 5:
Molecular formula: C25H22CaN4O4S3Sb2
Method: DFT, ωB97M-V/def2-TZVPD

As for the LUMO energy (spin up / spin down): 1.783 / 1.777 eV. As for the expectation value of S²: 0.7600. The calculation puts the HOMO-LUMO gap (spin up / spin down) at 5.1 / 5.9 eV. The molar mass comes out at 822.274 g mol⁻¹. The energy relative to the best compared isomer or geometry (same formula, charge and spin) comes out at 0.0 kcal/mol.

Structure (ORCA input):
```
! RIJCOSX wB97M-V def2-TZVPD def2/J DEFGRID3
* xyz -1 2
Ca -0.7766 0.6000 -0.2456
C -4.2908 -0.0531 -1.2146
C -4.1938 -0.2725 0.2629
C -5.3262 -0.4447 1.0481
C -5.1846 -0.6674 2.4055
C -3.9135 -0.7199 2.9446
C -2.8273 -0.5146 2.1038
N -2.9654 -0.3000 0.7951
Sb -0.8880 -0.7454 3.0116
C 0.2084 1.1013 2.7069
C 0.7204 1.5934 3.8949
C 1.3669 2.8231 3.8765
C 1.5176 3.4851 2.6791
C 1.0295 2.9028 1.5110
C 1.2490 3.5140 0.1638
N 0.3664 1.7459 1.5475
C -0.1652 -2.0502 1.4039
C 0.6974 -3.0713 1.7876
C 1.1151 -3.9929 0.8415
C 0.6461 -3.8829 -0.4543
C -0.2125 -2.8377 -0.7728
C -0.7519 -2.6587 -2.1617
N -0.5992 -1.9437 0.1401
H -5.2885 -0.2855 -1.5854
H -4.0501 0.9905 -1.4349
H -3.5662 -0.6819 -1.7376
H -6.3042 -0.4037 0.5873
H -6.0553 -0.7954 3.0363
H -3.7625 -0.8780 4.0041
H 0.5768 1.0575 4.8238
H 1.7307 3.2624 4.7968
H 1.9825 4.4590 2.6257
H 1.6156 4.5335 0.2529
H 1.9765 2.9091 -0.3882
H 0.3095 3.5419 -0.3936
H 1.0373 -3.1392 2.8132
H 1.7962 -4.7901 1.1133
H 0.9484 -4.5840 -1.2210
H -0.1944 -3.2534 -2.8840
H -1.8000 -2.9640 -2.1985
H -0.7023 -1.6112 -2.4603
O -0.1631 0.8129 -2.4881
C 0.8896 0.7089 -3.1122
C 2.1199 0.1266 -2.6495
C 3.1334 -0.0469 -3.5947
C 4.3078 -0.6642 -3.2506
C 4.5171 -1.1278 -1.9330
C 3.5559 -0.9561 -0.9882
C 2.3030 -0.3059 -1.2818
O 1.4447 -0.1310 -0.3824
N 5.3379 -0.8535 -4.2485
O 6.3568 -1.4401 -3.9156
O 5.1205 -0.4740 -5.3887
H 0.9110 1.0680 -4.1566
H 2.9914 0.2962 -4.6119
H 5.4535 -1.6133 -1.6975
H 3.7003 -1.2969 0.0289
S -1.2149 5.6772 1.7129
Sb -2.7075 3.9534 1.4297
S -2.3315 2.8718 -0.6588
S -2.7977 2.4168 3.1615
*
```

Mulliken population analysis, charges in e, atoms 1 to 4: atom 1 (Ca): 0.97, atom 2 (C): -1.16, atom 3 (C): 0.66, atom 4 (C): -0.86

Entry 6:
Molecular formula: C16H36B3NO7
Method: DFT, ωB97M-V/def2-TZVPD

As for the LUMO energy: 0.244 eV. The calculation puts the HOMO-LUMO gap at 9.0 eV. The molar mass comes out at 386.900 g mol⁻¹.

Structure (ORCA input):
```
! RIJCOSX wB97M-V def2-TZVPD def2/J DEFGRID3
* xyz 0 1
C -1.5642 1.2400 -3.8289
C -1.5598 0.3727 -2.5703
C -2.9709 0.1801 -2.0031
C -2.9652 -0.2826 -0.5417
C -2.6739 0.8540 0.4534
C -1.8710 0.3800 1.6603
C -0.3756 0.1117 1.3543
C 0.0179 -1.2799 1.8660
B 1.3639 -1.8528 1.3346
O 1.9558 -2.9710 1.9261
B 2.1965 -3.9540 0.9690
C 1.6237 -5.3935 1.1414
N 2.0423 -6.3733 0.1326
C 0.9629 -6.8383 -0.7317
O 2.8588 -3.5621 -0.1905
B 2.4484 -2.3351 -0.6892
C 2.4737 -2.1104 -2.2507
C 3.8027 -2.5717 -2.7838
O 4.8412 -1.9806 -2.6026
O 3.7916 -3.7895 -3.4041
O 1.9685 -1.3716 0.1693
H -0.5767 1.2922 -4.2840
H -1.9084 2.2449 -3.5843
H -2.2670 0.8246 -4.5527
H -0.9317 0.8353 -1.8076
H -1.1559 -0.6105 -2.8227
H -3.4885 1.1429 -2.0480
H -3.5039 -0.5416 -2.6249
H -3.9342 -0.7238 -0.3064
H -2.2069 -1.0664 -0.4331
H -3.6343 1.2384 0.8075
H -2.1601 1.6702 -0.0616
H -1.9837 1.0672 2.5001
H -2.2825 -0.5783 1.9897
H -0.1669 0.2373 0.2929
H 0.1962 0.8676 1.8842
H -0.7452 -1.9967 1.5338
H -0.0033 -1.3121 2.9566
H 0.5316 -5.2724 1.1170
H 1.8345 -5.7505 2.1551
H 2.7453 -5.9485 -0.4570
H 1.2804 -7.7390 -1.2594
H 0.6761 -6.1067 -1.5001
H 0.0872 -7.0889 -0.1368
H 2.3084 -1.0677 -2.5104
H 1.6837 -2.7433 -2.6609
H 3.1181 -3.8058 -4.0922
C 0.4657 3.6521 2.8407
O -0.4403 3.8440 1.7689
C -1.4530 4.7945 2.0553
C -1.1538 6.1447 1.4448
O -0.0009 6.7418 2.0119
C 1.1614 6.6066 1.2153
H 1.3244 3.1060 2.4529
H 0.8078 4.6024 3.2559
H -0.0005 3.0573 3.6351
H -1.5915 4.8932 3.1365
H -2.3878 4.4161 1.6293
H -1.9989 6.8128 1.6369
H -1.0404 6.0461 0.3605
H 1.1167 7.2709 0.3455
H 1.2991 5.5780 0.8740
H 2.0122 6.8931 1.8308
*
```

Mulliken population analysis, charges in e, atoms 1 to 4: atom 1 (C): -1.52, atom 2 (C): 0.35, atom 3 (C): -1.03, atom 4 (C): -0.36

What is the molar mass in the second record? 1024.086 g mol⁻¹

molar mass of number 1 (C12H13IN)? 298.147 g mol⁻¹

What is the molar mass in the fifth record? 822.274 g mol⁻¹